19 unconnected molecules or ions with the total composition C43H121N35O19 at a distorted geometry. Source: the OMol25 dataset; level of theory: the ωB97M-V functional and the def2-TZVPD basis.

Geometry as ORCA input:
```
! wB97M-V def2-TZVPD RIJCOSX def2/J DEFGRID3
* xyz 0 1
H -2.8946 0.2839 4.3413
H 5.4117 1.8492 -1.7968
C 3.8721 -2.8344 -2.3280
H 4.8865 3.3016 1.3215
O 1.7705 -5.4158 2.0808
N 0.8602 1.1668 4.2867
H -0.6794 4.9435 -5.1336
C -0.4246 4.3270 -9.0258
N 2.6249 1.3833 -6.3014
H -4.8562 -4.1519 4.5059
H 6.7255 0.9508 -1.1800
H -3.7703 1.7388 0.3658
H -3.7110 2.3290 1.9797
N 2.1667 2.1467 -3.0536
H -1.5570 2.4766 -1.1521
C 0.4764 -2.2554 3.4131
N 1.6977 -5.3285 -4.5081
C -2.8718 4.7887 -8.4200
H 2.4782 -1.6446 -3.0784
N -1.1102 -0.9667 -5.2075
H 3.6486 -3.5795 3.5760
H 6.4522 -3.4222 3.7670
H 6.5832 1.2935 5.3232
N -0.9384 3.3137 1.4385
H 3.0643 2.2122 -6.6755
H -0.9248 4.1798 -2.3746
C -3.8085 -0.7673 6.0488
H -4.4000 3.2376 -9.0156
H -2.1811 1.7104 -5.9518
H 1.4778 3.8922 2.6977
C -4.9246 -0.4029 3.6725
N 2.4523 -3.6363 8.2375
H -1.1097 6.0951 1.2610
H 2.5266 -2.8485 8.8653
H -5.5236 0.3659 6.3602
N 0.3255 -4.2770 -0.0625
N 0.1436 -3.1069 4.3702
O 6.6193 1.6520 1.1416
N 3.0179 -4.3680 3.5504
N 6.2290 -2.7255 3.0707
H -0.7191 3.4735 -9.6363
C 1.6634 1.3076 5.2944
N -2.6442 4.3394 -7.0475
C -5.6795 -1.8448 3.8593
H -6.6050 -1.4857 3.4093
H 6.9356 -2.6301 2.3554
O 6.7255 3.6423 5.4846
N 4.9888 2.8683 0.4150
H -4.2075 6.3657 -9.2674
H 0.6224 6.4080 1.2261
H -1.8983 1.6403 -7.7180
H 2.7665 0.1200 6.4366
C -2.5156 -5.6833 2.0698
N 4.2865 -1.9744 -1.4106
H -1.4332 5.4128 -1.1637
H 2.0273 -1.5514 -0.4833
H 0.3528 4.8379 -9.5939
H 0.5580 3.2209 -7.7301
C 1.4331 3.8179 1.6112
N 3.3843 -2.6866 6.4721
H 2.0026 -1.1977 1.2489
H -2.5692 -1.3958 7.6105
C 2.7273 -3.7159 6.9433
N 0.6003 0.7047 1.0036
C 1.5994 -4.7003 -5.6334
H 1.6339 1.4166 -2.6029
H 0.5058 4.7639 -7.0624
H 1.2059 -5.0791 -3.6620
H -1.1523 6.3003 -8.7257
H 2.0406 -0.7069 5.1161
H 3.5624 -1.4624 -0.9273
N 4.4855 3.4664 4.9791
H -3.9855 1.3746 6.1629
H 0.1108 1.5737 0.8441
H -3.2504 -5.3110 0.3304
O 4.4816 -3.8787 -2.6878
H 2.0298 -6.6003 -1.2994
H -0.1324 -2.0121 1.4844
H 2.9314 -1.6905 -6.7152
H -2.0227 -0.5355 -5.2435
N -3.2862 -0.9506 0.0477
O 4.3707 2.2880 -3.3002
H -2.8711 -0.3001 0.6993
C -0.4098 -0.5233 -4.1532
N 2.5825 -0.7691 -6.4930
H -0.6267 1.3536 -6.6530
C 1.1141 0.0815 -0.0478
C -1.5971 5.3624 -9.0585
H -5.4665 0.3951 4.1800
H 4.0549 -0.2138 -3.4781
H 3.6348 2.9568 4.7874
H -2.9975 -1.4093 4.1509
N -4.6106 -2.0349 6.1286
H -4.0162 4.6885 -5.8501
H -2.7611 5.4161 0.4312
H 4.8521 1.1741 5.3712
H -0.7660 -3.3976 2.3108
H -0.6984 0.1050 -2.3958
H -0.3313 -3.5447 -0.2914
O -1.0054 3.0666 2.7324
N 2.1864 0.1615 5.6108
C -5.8255 -2.3994 5.3001
H -4.3567 -1.8919 -1.6315
C 3.1557 0.3361 -6.8329
C -5.7192 -3.9074 5.1252
O 4.1379 0.4387 -7.5330
H -7.3066 -2.4657 6.8786
O 0.9498 0.4067 -1.2177
C 0.2755 4.3362 -0.4511
H -5.2831 -2.6097 3.1915
C 0.7763 -4.9416 -1.0527
H -4.7570 -0.2120 2.6125
H -0.5127 -3.8694 4.2807
H -3.7976 -6.5600 3.2258
C 0.0736 4.3003 1.0888
C 3.3720 1.6478 -3.2566
N 3.2668 0.4178 -3.4715
H -1.5047 -4.8669 0.6115
H 2.3119 0.0982 -3.3928
H 4.3732 4.4693 4.9372
H 1.5430 2.7816 1.2916
H 5.3904 -1.4064 1.3734
H 0.8323 -3.1815 5.1052
N -2.4178 -5.1960 0.8905
C -2.7392 -1.9014 -0.6739
C -0.1487 4.0249 -7.5247
H -4.2939 -0.8908 0.0783
O -4.8052 -2.3142 7.4301
O 1.9101 2.2831 5.8594
O -1.6270 -5.6687 2.9378
H 3.3205 -4.1011 0.4611
N 1.7789 -0.9563 0.2940
C -0.9778 4.4343 -1.3161
H 0.4602 0.2602 4.0914
H -1.8665 3.7862 -4.4286
H 0.9944 5.1264 -0.6678
H -7.7365 -2.4050 5.1194
H -4.1679 4.4538 0.6461
C -1.5066 1.9877 -6.7619
H 3.5215 -2.7308 5.4725
H 0.1908 -3.5905 -4.7711
H -0.5718 -1.2005 -6.0295
C -2.0042 3.4092 -0.8083
O 1.3599 -1.3525 3.4773
C 5.7130 2.9981 5.1879
H 1.7670 -4.3010 8.5669
O 0.8207 -0.5494 -4.1330
H 5.1302 -2.2277 -0.9167
H -2.1189 -0.1032 -3.4463
H -3.3849 6.7688 -7.7062
O 2.3951 -4.6583 6.2503
H 2.3098 4.3019 1.1808
C -3.1640 4.6081 1.0418
H 4.7205 -0.1726 2.4515
H -5.6809 -4.5803 5.9819
H -2.9656 3.4735 -1.3179
C 2.6770 -4.6721 2.3381
C -2.3793 -1.1160 6.5742
N -3.6890 -2.5589 -1.2719
H 0.4397 2.0570 4.0612
C 5.9185 2.0233 0.2243
H -4.2791 -6.2978 1.5476
H 2.7891 -4.8561 4.4044
C -3.0763 2.1047 1.1224
H 2.4922 -3.3910 -3.3786
N -3.6617 -6.1201 2.3269
H 1.7999 -0.6973 -5.8586
H 4.5268 3.2804 -0.3830
C -3.5896 -0.5476 4.4589
H 0.7674 -3.0954 -6.3814
H -1.7474 -0.2351 6.4611
H -4.0806 -2.9280 7.5708
O 2.2543 -4.9652 -6.6665
N 3.5256 -4.1345 1.4495
H 1.9114 1.3676 -5.5867
O -3.7200 3.9156 -6.3362
H 2.3416 -6.1058 -4.4706
C -7.1132 -1.9957 5.9144
H -3.3595 4.7737 2.1013
N 0.7726 -3.7188 -5.5867
O -1.5830 -2.1168 -0.6686
C -4.4815 0.5273 6.6363
C -3.5391 3.8078 -9.3644
H -7.2943 -0.9211 5.8915
H 4.4573 -3.9121 1.7697
H 0.4717 -4.5705 0.8928
H -1.7077 5.6047 -10.1155
H -1.2591 3.9121 3.1098
H -0.3105 5.7912 2.6675
H 3.5435 -1.9449 7.1389
C 5.3172 -1.8629 3.2836
C -1.0394 3.9147 -5.1268
H -3.3483 -3.2926 -1.8767
C -0.1409 5.7218 1.5930
N -0.2470 -2.5318 2.3428
H 1.0883 0.6652 1.8870
H 1.9252 3.1273 -3.0716
H -2.8607 3.0243 -9.7021
H -0.3042 3.2762 -4.6370
N 5.6797 1.7331 5.2203
N 1.5681 -5.9331 -0.6979
N 6.0501 1.6869 -1.0312
H -2.4888 1.2006 1.2823
O 4.4704 -1.9109 4.1409
N -1.1292 0.0427 -3.3072
C -3.8333 5.9852 -8.3170
H 0.8046 3.4244 -0.7283
H -1.7845 -1.9598 6.2243
C -2.3105 3.3300 0.7131
H -4.7386 5.8311 -7.7298
C -1.3792 3.5780 -6.6203
H 1.4132 -5.9781 0.2992
N 2.7257 -2.5873 -2.8133
O 0.4696 -4.7385 -2.2057
H -4.1678 0.3487 7.6648
N 5.2199 -1.0369 2.2978
H -3.8164 4.3278 -10.2813
H -6.5957 -4.3118 4.6189
*
```

E_tot in Eh: -5057.2345
Maximum force in eV/A: 7.7
Lowest unoccupied orbital energy in eV: -0.7
HOMO level in eV: -8.51
Energy above the lowest of the compared OMol25 structures with the same formula, charge and spin in kJ/mol: 1050.6

These are the Löwdin partial charges, in e, on atoms 1 to 8: 0.095, 0.052, -0.757, 0.117, 0.028, 0.186, 0.082, -0.163